DFT (the ωB97M-V functional and the def2-TZVPD basis) results for a structure of composition C24H21F6N9O2Pt.

Results
Spin multiplicity: 5
E_LUMO (spin up / spin down): -6.2 / -9.2 eV
Net charge: +2
<S²>: 6.02
DFT total energy: -2288.448717 Eh
Gap between HOMO and LUMO (spin up / spin down): 8.4 / 6.1 eV

Each line ends with the Löwdin spin population.
CARTESIAN COORDINATES (ANGSTROEM)
Pt -0.10186 -0.34575 0.23495  1.919
O 3.05713 2.41246 0.92123  0.170
C 2.31632 1.59430 0.44584  0.033
N 1.20358 1.08862 1.15783  0.704
C 0.96105 1.55606 2.47802  0.089
C -0.34766 1.02013 3.00383  0.012
C -0.92509 1.53738 4.14628  0.008
C -2.09855 0.96952 4.61866  0.002
C -2.64462 -0.11731 3.95066  0.006
C -2.01667 -0.57690 2.81261  0.014
N -0.89903 -0.00388 2.34241  0.142
C 2.43405 1.04596 -0.93202  0.007
C 3.58426 1.23000 -1.66846  0.000
C 3.64454 0.66189 -2.93514  -0.003
C 2.55397 -0.04613 -3.41040  0.002
C 1.42914 -0.18111 -2.60977  0.007
N 1.37124 0.36284 -1.39540  0.140
H 1.01935 2.64629 2.52490  0.024
H 1.78995 1.19640 3.10905  0.035
H -0.45284 2.36460 4.66235  0.001
H -2.57839 1.36706 5.50422  0.000
H -3.54109 -0.60513 4.30667  0.001
H -2.39412 -1.43088 2.26580  0.001
H 4.40329 1.79554 -1.24221  0.001
H 4.53672 0.76663 -3.53878  0.000
H 2.56661 -0.50194 -4.39066  0.001
H 0.55725 -0.72664 -2.94317  0.001
N -0.19840 3.14994 -0.57524  0.008
C -1.43678 2.69109 -0.30864  0.010
N -2.40018 3.58041 -0.18166  0.012
C -3.62819 3.08266 -0.01432  0.001
N -4.63527 3.93205 0.13369  0.000
N -3.93094 1.75704 -0.00978  0.006
C -2.90568 0.96285 -0.10848  0.008
N -1.62004 1.35035 -0.19862  0.143
C -3.17209 -0.49566 -0.19464  0.009
C -4.46124 -0.98086 -0.23564  0.003
C -4.65629 -2.33961 -0.44413  -0.002
C -3.55384 -3.15482 -0.62142  0.005
C -2.28633 -2.59733 -0.54181  0.007
N -2.10206 -1.29539 -0.31835  0.107
H -0.09890 4.13922 -0.73771  0.000
H 0.50306 2.52355 -0.92504  -0.001
H -4.46714 4.92264 0.09328  0.000
H -5.57301 3.58489 0.23806  0.000
H -5.28453 -0.29068 -0.12667  0.001
H -5.65760 -2.74880 -0.48088  0.000
H -3.65871 -4.21474 -0.81126  0.000
H -1.39633 -3.19100 -0.65242  0.001
C 1.83102 -4.14308 -0.87657  0.013
C 1.49688 -2.97103 0.03208  0.026
O 0.50112 -2.18145 -0.54957  0.282
C 2.79976 -2.16790 0.26816  0.005
F 3.27215 -1.72123 -0.90647  0.000
F 3.75289 -2.85555 0.86641  0.001
F 2.56233 -1.05643 1.02880  0.018
C 0.94407 -3.49511 1.38894  0.002
F 1.84135 -4.10539 2.14636  0.002
F -0.06749 -4.34550 1.16565  0.000
F 0.42708 -2.46954 2.11701  0.014
H 2.20765 -3.76970 -1.82494  0.000
H 0.93367 -4.72861 -1.05736  0.000
H 2.58474 -4.77961 -0.41159  0.003